Entry 1:
Molecular formula: H3N2O3P
Method: DFT, ωB97M-V/def2-TZVPD

```
9
Properties=species:S:1:pos:R:3:forces:R:3:mulliken_charge:R:1
N -1.3254 1.1043 0.1354 1.333 -2.570 0.928 -0.428
P -0.8737 -0.4784 -0.1276 -1.631 -0.854 -1.238 0.981
O -0.8482 -1.2888 1.0756 0.836 0.535 1.378 -0.526
O -0.8725 -1.1818 -1.4257 0.165 1.962 0.201 -0.536
H -1.6313 1.6773 -0.6057 0.112 0.910 -0.676 0.258
H -0.8041 1.4407 0.9551 -0.781 0.442 -0.714 0.275
N 1.8425 -0.1833 -0.0766 0.124 0.533 0.143 -0.002
O 3.0111 0.1424 -0.0102 -2.437 -1.871 0.013 -0.287
H 1.5016 -1.2324 0.0797 2.278 0.912 -0.035 0.264
```
Positions in Å, forces in eV/Å.

Computed properties:
frontier orbital gap: 9.003 eV
SMILES: NP(=O)=O.N=O
LUMO energy: -1.12 eV

Entry 2:
Molecular formula: C4H8N2O
Method: DFT, ωB97M-V/def2-TZVPD

```
15
Properties=species:S:1:pos:R:3:forces:R:3:mulliken_charge:R:1
C -2.9574 -0.5289 -0.1613 1.374 -2.783 -1.054 -0.760
C -1.7372 0.0002 -0.0262 -2.576 1.887 0.478 0.004
N -0.6465 -0.7943 -0.1160 3.152 -1.156 1.247 -0.587
C 0.5388 -0.2779 0.0168 -3.318 0.706 -0.522 0.553
C 0.8285 1.1190 -0.0409 -1.722 4.857 1.215 -0.815
N 1.6679 -0.8534 0.4493 3.154 -2.581 -1.254 -0.171
O 2.7700 -0.5619 -0.5669 1.946 1.054 3.796 -0.473
H -2.7432 -1.6648 -0.2464 -1.652 1.643 -0.329 0.262
H -3.8687 0.0153 -0.4219 0.277 -0.380 0.764 0.289
H -1.8013 1.0410 0.3347 1.133 -0.042 -0.597 0.219
H 0.8406 1.4355 1.1032 -0.777 -0.156 -2.064 0.244
H -0.0103 1.7816 -0.6892 2.938 -1.673 1.800 0.273
H 1.9077 1.2344 -0.1782 -0.762 0.726 -1.116 0.300
H 1.6813 -1.8659 0.4907 -0.267 -0.113 -0.012 0.311
H 3.5297 -0.0798 0.0524 -2.898 -1.989 -2.351 0.350
```
Positions in Å, forces in eV/Å.

Computed properties:
frontier orbital gap: 8.566 eV
SMILES: C=C/N=C(\C)NO
LUMO energy: 0.28 eV

Entry 3:
Molecular formula: C4H13NO
Method: DFT, ωB97M-V/def2-TZVPD

```
19
Properties=species:S:1:pos:R:3:forces:R:3:mulliken_charge:R:1
C 1.8313 0.9462 -2.3079 -0.190 0.180 -0.088 -1.063
C 0.3349 0.6691 -2.2861 -0.134 -0.170 0.322 -0.421
C -0.2760 0.8813 -0.9098 0.049 0.005 -0.021 -0.403
O 0.3792 0.0452 0.0237 -0.014 -0.026 0.233 -0.507
H 2.2340 0.8682 -3.3176 0.047 -0.087 0.003 0.330
H 2.3606 0.2621 -1.6506 0.049 -0.041 0.012 0.274
H 2.0169 1.9636 -1.9600 0.090 0.043 0.037 0.285
H -0.1947 1.2938 -3.0014 -0.030 0.201 -0.126 0.308
H 0.1227 -0.3636 -2.5633 0.115 -0.126 -0.113 0.276
H -0.1888 1.9298 -0.6064 0.127 0.147 -0.017 0.273
H -1.3441 0.6605 -0.9414 -0.167 -0.109 -0.047 0.329
H -0.2566 -0.2300 0.7112 0.027 -0.133 -0.255 0.380
C -0.6999 -1.1332 3.1720 -0.213 0.096 0.076 -0.797
N -1.4360 -1.2821 1.9112 -0.120 0.108 0.158 -0.581
H -0.7622 -0.0968 3.4999 0.045 0.035 -0.037 0.303
H -1.0789 -1.7571 3.9855 0.034 -0.062 0.011 0.318
H 0.3461 -1.3621 3.0048 0.170 -0.068 0.005 0.282
H -2.3873 -0.9538 2.0290 0.009 0.037 -0.018 0.217
H -1.5142 -2.2619 1.6712 0.104 -0.030 -0.135 0.196
```
Positions in Å, forces in eV/Å.

Computed properties:
frontier orbital gap: 10.434 eV
SMILES: CCCO.CN
LUMO energy: 0.91 eV

Entry 4:
Molecular formula: C2H4N2O2S
Method: DFT, ωB97M-V/def2-TZVPD

```
11
Properties=species:S:1:pos:R:3:forces:R:3:mulliken_charge:R:1
O 1.2971 -1.3547 0.7854 1.757 -0.447 -0.081 -0.488
C 0.3747 -0.7648 0.3463 -3.229 3.057 -0.521 0.626
C -1.0289 -1.1558 0.8267 -0.077 -0.599 -1.097 -0.092
N -2.2079 -0.7438 0.5987 1.964 -1.160 1.775 -0.524
O -2.2310 0.5211 0.1414 -4.431 0.477 -2.388 -0.344
N 0.3158 0.3855 -0.5038 2.279 -1.944 0.593 -0.349
S 1.7219 1.2483 -0.9885 -0.287 0.191 2.795 -0.153
H -1.1009 -2.1065 1.2459 0.529 -1.640 0.765 0.406
H -3.1880 0.3395 -0.2036 2.169 2.266 0.377 0.438
H -0.5611 0.7857 -0.7258 -0.762 0.193 0.080 0.328
H 1.9401 1.7094 0.3831 0.088 -0.395 -2.298 0.153
```
Positions in Å, forces in eV/Å.

Computed properties:
frontier orbital gap: 9.831 eV
SMILES: O=C(/C=N\O)NS
LUMO energy: 0.25 eV

Entry 5:
Molecular formula: C37H45N4OP3S2W
Method: DFT, ωB97M-V/def2-TZVPD

```
93
Properties=species:S:1:pos:R:3:forces:R:3:mulliken_charge:R:1
W 0.7429 0.0791 -0.5581 -1.108 1.177 3.447 0.089
S 1.3295 2.3627 -0.1780 -0.775 -1.472 0.016 -0.384
P -0.4761 2.3323 1.0114 0.111 1.195 0.069 1.351
C -0.8328 0.6562 0.5268 1.219 -0.718 -0.282 0.698
P -1.5119 -0.8543 1.2005 -0.322 -1.025 0.618 0.624
S -0.3134 -2.1298 0.0511 -0.170 1.246 -0.173 -0.413
C -1.0246 -1.0557 2.9359 -0.113 0.375 -0.474 0.368
C -0.5329 -2.2816 3.3883 0.034 0.062 -0.178 -0.332
C -0.3452 -2.4765 4.7447 -0.045 -0.044 0.023 -0.841
C -0.6495 -1.4638 5.6449 -0.032 0.031 -0.090 -0.679
C -1.1542 -0.2513 5.1919 -0.067 0.089 0.079 -0.859
C -1.3509 -0.0425 3.8397 0.011 -0.011 -0.149 -0.008
C -3.2552 -1.2688 1.0323 0.510 0.304 -0.195 1.213
C -4.2408 -0.3190 1.3084 0.113 -0.012 -0.042 -0.149
C -5.5628 -0.7227 1.3588 -0.028 0.052 0.047 -0.858
C -5.8980 -2.0559 1.1525 0.107 0.031 -0.040 -0.601
C -4.9120 -2.9944 0.8773 -0.030 -0.042 0.044 -0.814
C -3.5849 -2.6094 0.8166 0.177 0.128 -0.053 -0.552
C -1.6834 3.4649 0.3154 0.328 -0.609 0.316 1.021
C -1.4912 4.8445 0.4409 0.139 -0.020 -0.028 -0.850
C -2.4618 5.7011 -0.0437 0.089 0.034 0.048 -0.797
C -3.6129 5.1956 -0.6371 0.057 -0.096 0.027 -0.645
C -3.8040 3.8229 -0.7473 -0.030 -0.062 -0.030 -0.995
C -2.8397 2.9508 -0.2799 0.109 -0.134 0.050 -0.254
C 0.0483 2.8744 2.6563 -0.294 -0.457 -0.697 1.017
C 1.3261 2.5804 3.1379 0.039 -0.043 -0.114 -0.126
C 1.7038 3.0661 4.3752 0.101 -0.096 -0.032 -0.863
C 0.8203 3.8263 5.1322 -0.031 -0.044 -0.110 -0.747
C -0.4391 4.1331 4.6377 -0.085 0.027 0.019 -0.868
C -0.8365 3.6578 3.4011 -0.191 -0.078 -0.089 -0.650
H -0.3287 -3.0848 2.6948 0.065 -0.110 -0.044 0.563
H 0.0077 -3.4314 5.1006 0.072 -0.101 0.052 0.521
H -0.5167 -1.6304 6.7025 0.022 -0.004 0.116 0.491
H -1.4280 0.5195 5.8958 0.017 0.070 0.082 0.532
H -1.7805 0.8864 3.4857 -0.042 0.067 0.109 0.618
H -3.9816 0.7148 1.4917 -0.029 0.122 0.036 0.350
H -6.3365 -0.0004 1.5694 -0.056 0.062 0.027 0.481
H -6.9319 -2.3633 1.2048 -0.068 -0.016 -0.007 0.449
H -5.1770 -4.0284 0.7145 -0.010 -0.058 -0.014 0.458
H -2.8179 -3.3411 0.6048 0.016 -0.116 -0.040 0.357
H -0.6019 5.2391 0.9140 0.040 0.072 0.019 0.571
H -2.3250 6.7662 0.0540 0.011 0.131 -0.013 0.479
H -4.3637 5.8757 -1.0093 -0.090 0.057 -0.024 0.472
H -4.7063 3.4308 -1.1885 -0.120 -0.006 -0.074 0.517
H -2.9815 1.8782 -0.3533 -0.087 0.012 -0.075 0.570
H 2.0369 2.0287 2.5335 0.042 -0.011 0.077 -0.020
H 2.6984 2.8739 4.7444 0.117 -0.066 0.049 0.555
H 1.1215 4.1928 6.1012 0.048 0.082 0.086 0.500
H -1.1046 4.7599 5.2092 -0.112 0.046 0.071 0.504
H -1.8109 3.9019 3.0024 -0.091 0.056 0.099 0.602
C 3.1651 -0.3054 -2.0342 -0.236 0.210 -0.209 -0.976
N 2.5729 -0.3724 -3.3582 -1.285 0.202 -0.044 0.585
C 3.5425 -0.3304 -4.4612 0.206 -0.170 -0.280 -1.032
P 0.9509 -0.0332 -3.5561 1.342 0.850 -1.458 -0.598
O 0.3451 -0.6580 -2.2606 -0.613 -0.759 0.581 -0.874
N 0.6710 1.5966 -3.1876 -0.242 -1.227 -0.899 0.746
C 1.3548 2.6314 -3.9816 0.263 0.011 0.115 -1.080
C -0.7374 1.9467 -2.9205 -0.351 -0.161 0.212 -1.324
N 0.2616 -0.6700 -4.8744 0.877 0.533 1.125 0.519
C -0.0611 0.0431 -6.1109 -0.300 0.327 -0.268 -0.877
C 0.2368 -2.1299 -5.0058 -0.044 -0.529 0.069 -0.960
H 4.1278 -0.8321 -2.0691 -0.266 -0.035 0.374 0.568
H 2.5134 -0.8699 -1.2741 1.124 0.051 -0.569 0.653
H 3.3699 0.7389 -1.7191 -0.147 -0.403 0.110 0.265
H 4.1411 -1.2428 -4.4674 -0.055 0.030 0.023 0.359
H 4.2084 0.5282 -4.3671 -0.036 0.040 0.008 0.423
H 3.0212 -0.2583 -5.4118 -0.054 -0.021 -0.070 0.343
H 2.3010 2.2430 -4.3471 0.147 0.088 -0.039 0.390
H 1.5440 3.4896 -3.3379 0.047 0.046 0.032 0.298
H 0.7574 2.9707 -4.8287 -0.076 -0.070 0.026 0.400
H -1.1985 1.1818 -2.2662 0.048 0.527 -0.419 0.457
H -1.3248 2.0276 -3.8389 0.061 -0.026 0.000 0.506
H -0.7651 2.9168 -2.4188 0.048 -0.085 0.040 0.483
H 0.1685 1.1005 -6.0310 -0.012 0.103 0.001 0.296
H -1.1219 -0.0821 -6.3247 -0.007 0.043 0.002 0.341
H 0.5030 -0.3733 -6.9454 0.109 -0.002 0.081 0.350
H 0.4154 -2.5963 -4.0375 -0.045 -0.096 -0.061 0.228
H 0.9820 -2.4851 -5.7188 0.054 0.121 0.027 0.330
H -0.7482 -2.4232 -5.3668 -0.023 -0.015 0.070 0.405
N 1.8344 -0.5376 1.4503 -0.071 -0.501 0.192 0.006
C 3.2009 -0.2624 1.9984 0.224 0.380 -0.479 0.407
C 3.5725 -0.9021 3.1731 -0.229 -0.015 -0.141 -0.575
C 4.8499 -0.7159 3.6766 -0.024 0.049 -0.092 -0.752
C 5.7504 0.0965 3.0026 0.014 0.046 -0.053 -0.667
C 5.3631 0.7488 1.8416 0.007 -0.015 0.041 -1.102
C 4.0792 0.5788 1.3374 -0.166 0.021 -0.099 0.033
H 1.1762 -0.2643 2.2092 0.192 -0.176 -0.548 -0.245
H 1.7791 -1.5754 1.4645 -0.186 0.759 -0.162 0.664
H 2.8776 -1.5432 3.6947 -0.124 -0.144 0.070 0.507
H 5.1415 -1.2163 4.5871 0.023 -0.044 0.069 0.481
H 6.7537 0.2218 3.3833 0.035 0.021 0.014 0.473
H 6.0637 1.3850 1.3240 0.053 0.095 -0.041 0.476
H 3.7613 1.1261 0.4533 0.150 -0.134 0.087 0.401
```
Positions in Å, forces in eV/Å.

Computed properties:
charge: +4
frontier orbital gap: 4.702 eV
LUMO energy: -14.18 eV

Entry 6:
Molecular formula: C3H8N2S
Method: DFT, ωB97M-V/def2-TZVPD

```
14
Properties=species:S:1:pos:R:3:forces:R:3:mulliken_charge:R:1
C -0.9714 -0.6174 -1.4693 0.024 -2.253 -0.731 -0.868
C -1.2435 -0.1029 -0.2812 1.764 -0.491 0.393 -0.014
N -1.0357 -0.8496 0.8846 -1.208 1.547 1.141 -0.404
H -0.7981 -0.2346 -2.4678 -0.392 0.782 0.457 0.327
H -0.8107 -1.7334 -1.4598 -0.247 1.069 -0.041 0.183
H -1.1910 0.9232 0.0307 -0.723 0.728 -0.662 0.370
H -1.6158 -0.4829 1.6483 0.519 -0.638 -0.312 0.259
H -0.9466 -1.8336 0.8821 -0.211 -0.954 -0.384 0.154
C 1.6519 0.8162 -0.4983 0.347 2.015 1.151 -0.460
N 1.7489 1.6633 0.4332 -0.549 -0.428 1.516 -0.316
S 1.3336 1.2461 2.0757 1.051 1.674 -0.161 -0.121
H 1.3617 -0.1657 -0.3996 -0.523 -2.177 0.198 0.480
H 1.8094 1.2740 -1.4189 0.484 0.151 -1.974 0.292
H 0.7072 0.0972 2.0402 -0.335 -1.025 -0.592 0.118
```
Positions in Å, forces in eV/Å.

Computed properties:
frontier orbital gap: 9.383 eV
SMILES: C=CN.C=NS
LUMO energy: 0.79 eV

Entry 7:
Molecular formula: CH4FN2O
Method: DFT, ωB97M-V/def2-TZVPD

```
9
Properties=species:S:1:pos:R:3:forces:R:3:mulliken_charge:R:1
N -1.3773 0.1132 -0.1318 -0.015 0.642 -0.005 -0.253
C -0.1518 0.5374 -0.1429 6.231 -4.240 -0.147 0.624
F 0.1612 1.7864 -0.1483 -0.508 -0.565 0.051 -0.139
N 1.1170 -0.3918 -0.1396 -6.212 4.361 0.209 -0.060
O 2.3823 0.1085 -0.1442 0.538 0.119 -0.220 -0.326
H -1.6255 -0.8681 -0.1388 0.165 0.025 0.009 0.258
H -2.1301 0.7991 -0.1315 0.101 -0.143 0.006 0.277
H 1.0508 -1.3991 -0.1614 0.022 0.087 0.011 0.256
H 2.3946 1.0712 0.0034 -0.322 -0.286 0.086 0.362
```
Positions in Å, forces in eV/Å.

Computed properties:
charge: +1
frontier orbital gap: 10.018 eV
SMILES: N/C(F)=[NH+]/O
LUMO energy: -4.58 eV

Entry 8:
Molecular formula: C4H6N2O
Method: DFT, ωB97M-V/def2-TZVPD

```
13
Properties=species:S:1:pos:R:3:forces:R:3:mulliken_charge:R:1
H 2.0102 0.3056 -1.9314 -0.299 1.305 0.216 0.282
N 1.9832 0.4748 -0.9258 -0.548 -2.016 0.359 -0.581
C 1.0409 0.0229 -0.2484 -1.138 -3.391 1.505 0.341
O 1.1019 -1.0563 0.7694 2.519 1.844 0.995 -0.368
C 0.2740 -0.5689 1.8410 0.611 -0.239 0.481 -0.199
N -0.8333 0.1562 1.2264 1.283 -1.833 -2.135 -0.518
C -0.4458 0.0617 -0.0162 -1.735 4.156 -1.157 0.761
C -1.3013 0.4177 -1.1806 -0.706 0.569 -0.041 -1.164
H 0.8790 0.0617 2.5063 -0.110 -0.053 -0.126 0.263
H -0.0915 -1.4249 2.4181 -0.073 0.154 -0.264 0.235
H -0.7578 0.9245 -1.9807 0.251 -0.245 0.080 0.340
H -1.7626 -0.4845 -1.5876 0.019 0.022 -0.030 0.284
H -2.0971 1.1096 -0.8906 -0.074 -0.271 0.117 0.323
```
Positions in Å, forces in eV/Å.

Computed properties:
frontier orbital gap: 9.587 eV
SMILES: [H]/N=C1/OCN=C1C
LUMO energy: 0.06 eV

no.,HOMO level (eV)
1,-10.1
2,-8.3
3,-9.5
4,-9.6
5,-18.9
6,-8.6
7,-14.6
8,-9.5